Entry 1:
This record from the OMol25 dataset describes a cluster of 6 separate species, C30H69N9O8PS in total at a distorted geometry. The level of theory is the ωB97M-V functional and the def2-TZVPD basis.

## Properties
strongest force on any atom = 1.77 eV/Å
calculated total energy = -82137.7188 eV
molecular weight = 746.98 g/mol
energy above the lowest of the compared OMol25 structures with the same formula, charge and spin = 0.00 kcal per mole
total charge = +1
HOMO-LUMO gap = 8.2 eV

The geometry in XYZ format:
```
118
Properties=species:S:1:pos:R:3:forces:R:3:mulliken_charge:R:1
C 1.70079 -0.39761 2.53786 -0.2 -0.1 0.0 -1.1217
C 2.78733 -1.28583 1.99517 -0.4 0.2 -0.3 0.1797
O 3.09046 -0.85838 0.66676 0.6 0.3 0.4 -0.1548
C 4.20896 -1.54219 0.12488 -0.6 -0.3 -0.3 -0.5131
C 4.94288 -0.65792 -0.84780 -0.1 -0.4 0.1 -0.7438
O 5.91609 0.21247 -0.27097 -0.2 0.4 -0.1 -0.4951
C 5.45810 1.14470 0.63991 0.0 -0.2 0.0 -0.5042
N 4.40621 2.02263 0.07774 0.1 -0.1 -0.1 0.0301
C 4.12035 3.18332 0.54688 -0.7 0.6 1.3 0.1778
N 4.71593 3.82610 1.59168 1.0 0.4 -1.4 -0.3249
C 4.44712 5.27971 1.36375 -0.2 0.4 -0.3 -0.5422
P 3.67891 6.20215 2.76271 0.4 1.2 0.2 0.1436
S 4.57874 7.90201 3.06502 -0.1 -0.4 -0.1 -0.3538
C 3.72400 5.26114 -0.01546 0.0 0.2 0.6 0.0363
C 2.84777 6.43247 -0.46760 -0.4 -0.6 -0.7 -1.2465
N 1.65615 5.89484 -1.14784 0.4 0.4 0.4 -0.3532
N 3.05949 3.96136 0.01280 0.2 -0.6 -1.3 -0.2002
O 2.02955 3.99448 0.96554 0.2 -0.2 0.6 0.3457
C 1.00857 3.03750 0.63089 -0.2 0.3 -0.3 -0.8880
C -0.25278 3.38079 1.39013 0.2 0.1 0.1 0.8285
C -0.62000 4.84968 1.23992 -0.4 -0.2 -0.1 -1.4204
C -1.35012 2.38137 0.94811 -0.1 0.3 0.2 1.6730
C -2.09732 1.77828 2.13534 0.0 0.2 -0.4 -1.6788
C -2.35617 2.96185 -0.04053 0.2 -0.3 0.2 -2.0377
H 1.99568 0.64691 2.49910 0.1 0.2 0.1 0.1843
H 0.77877 -0.49996 1.96888 -0.1 -0.1 -0.1 0.1634
H 1.48414 -0.67339 3.56710 0.0 0.1 0.1 0.4922
H 2.44260 -2.31990 1.96678 0.1 -0.1 0.0 -0.1477
H 3.68060 -1.23292 2.62553 0.1 0.0 0.0 0.4567
H 4.85812 -1.94030 0.90580 0.2 0.2 0.1 0.4039
H 3.84117 -2.39677 -0.44986 0.0 -0.2 0.0 0.4191
H 4.19446 -0.12101 -1.43407 0.0 0.2 -0.1 0.2940
H 5.48429 -1.28217 -1.54968 0.3 0.0 0.0 0.4387
H 5.07338 0.71211 1.56594 -0.2 -0.2 -0.1 0.3592
H 6.30705 1.77557 0.89442 0.1 0.0 -0.1 0.4669
H 3.84319 1.74844 -0.71905 0.0 -0.3 0.1 0.3163
H 5.72392 3.68532 1.61350 -0.1 -0.4 0.7 0.3180
H 5.36781 5.83613 1.20383 0.3 -0.2 0.4 0.5956
H 2.33037 6.38575 2.42918 -0.1 -0.6 0.2 0.0121
H 3.75937 5.31720 3.84932 -0.3 -0.3 -0.2 0.1114
H 4.53157 5.12257 -0.73902 0.0 0.0 -0.1 0.5349
H 3.44422 7.01306 -1.16934 0.2 0.3 0.2 0.3216
H 2.57710 7.09474 0.34708 -0.1 0.0 0.2 0.5411
H 1.83392 5.84876 -2.14284 -0.2 0.0 -0.1 0.1936
H 0.90095 6.56127 -1.05324 -0.1 0.0 -0.1 0.2176
H 1.32886 2.03260 0.90338 0.2 -0.1 0.0 -0.1381
H 0.85168 3.09742 -0.44558 -0.1 0.1 -0.1 0.4406
H -0.05147 3.20809 2.44981 0.0 -0.1 0.1 0.1806
H 0.14673 5.50520 1.63925 0.1 0.1 0.1 0.1386
H -1.55495 5.03186 1.76339 0.0 0.2 0.2 0.5193
H -0.78156 5.10732 0.19629 0.1 0.1 -0.1 0.0843
H -0.84876 1.55734 0.43105 0.1 -0.1 0.0 -0.1807
H -2.60043 0.88977 1.77581 -0.2 -0.3 0.3 0.3614
H -2.85344 2.47457 2.49517 0.0 0.1 0.1 0.3823
H -1.43028 1.53399 2.95835 0.0 -0.2 0.1 0.4194
H -3.09583 2.19551 -0.24690 -0.1 -0.1 -0.3 0.4876
H -1.88455 3.24865 -0.97428 -0.1 0.1 -0.2 0.3799
H -2.89556 3.80850 0.37601 0.0 0.2 0.1 0.4381
C -2.06295 -0.07224 -2.30525 0.0 0.0 0.0 -0.2993
C -3.10718 0.75204 -3.02451 0.0 0.0 0.1 0.6385
O -3.18413 1.96049 -2.87213 0.0 0.0 -0.2 -0.5974
N -3.96946 0.09485 -3.84320 0.1 0.0 0.1 -0.1634
C -4.02652 -1.32592 -4.13065 -0.2 0.2 -0.1 -0.8797
H -1.46246 0.59465 -1.69424 0.0 0.0 0.0 -0.3540
H -2.52749 -0.81112 -1.65110 0.1 0.0 0.0 -0.0413
H -1.41375 -0.58079 -3.02013 0.0 -0.1 0.0 0.4961
H -4.64233 0.69869 -4.28888 0.0 0.0 0.0 0.2677
H -3.88583 -1.50162 -5.19813 0.0 -0.1 0.0 0.2984
H -4.99726 -1.73110 -3.83973 0.0 -0.1 0.0 0.2874
H -3.25201 -1.85711 -3.58741 0.0 0.0 0.0 0.3074
C -1.80954 -3.56273 1.65934 0.1 0.1 0.1 -1.4635
C -2.67897 -2.62504 0.86286 -0.1 0.0 0.0 0.6996
O -2.71125 -1.42284 1.08879 0.1 0.1 -0.1 -0.6367
N -3.44132 -3.16813 -0.11775 0.2 0.0 0.0 -0.0295
C -3.53317 -4.56543 -0.51080 -0.2 0.3 -0.2 -1.0184
H -1.27303 -2.97937 2.40225 0.0 0.1 0.0 0.3664
H -2.41181 -4.31370 2.16976 0.0 -0.1 0.0 0.4399
H -1.08962 -4.06828 1.01623 0.0 -0.2 0.0 0.3417
H -4.01071 -2.49606 -0.60800 -0.1 0.0 0.1 0.2494
H -3.23755 -4.67289 -1.55869 0.0 -0.1 0.0 0.3010
H -4.55530 -4.92065 -0.39204 0.0 -0.1 0.1 0.4057
H -2.88517 -5.18074 0.10384 0.0 0.0 0.0 0.2962
C -1.57831 5.00114 -3.63308 0.1 0.1 0.0 -1.2292
C -1.00260 6.39432 -3.72412 0.0 -0.1 0.0 0.5659
O 0.16663 6.63123 -3.43509 -0.1 0.0 -0.1 -0.6815
N -1.82247 7.38800 -4.13496 0.0 -0.1 0.0 -0.1555
C -3.22205 7.29775 -4.51227 0.2 0.2 0.0 -0.8263
H -0.80207 4.32439 -3.28970 0.0 0.0 0.0 0.2699
H -2.40704 4.96768 -2.92545 -0.1 -0.1 -0.1 0.4102
H -1.93126 4.66251 -4.60703 -0.1 0.0 0.0 0.5042
H -1.37630 8.29124 -4.17475 0.0 0.0 0.0 0.2605
H -3.35390 7.62758 -5.54325 -0.1 0.0 0.0 0.2887
H -3.82673 7.93353 -3.86478 -0.1 0.0 0.0 0.2848
H -3.57730 6.27717 -4.42603 0.0 0.0 0.0 0.3195
C 1.82458 -4.96282 2.67187 0.0 -0.1 0.0 -0.7033
C 1.58347 -6.34091 2.09468 -0.1 0.0 0.0 0.6196
O 0.69907 -6.54589 1.27949 0.0 0.1 0.0 -0.6572
N 2.39261 -7.34601 2.51578 0.0 0.1 0.0 -0.1719
C 3.48336 -7.28523 3.47140 -0.1 -0.2 -0.1 -0.8142
H 1.10385 -4.27674 2.24070 -0.1 0.0 -0.1 -0.1285
H 1.69995 -4.96720 3.75517 0.1 0.0 0.0 0.3740
H 2.83120 -4.62285 2.42204 0.0 0.0 0.1 0.3650
H 2.17959 -8.23612 2.09332 0.0 0.0 0.0 0.2418
H 4.41646 -7.59477 2.99848 0.0 0.0 0.1 0.2802
H 3.28513 -7.95081 4.31223 0.0 0.0 0.1 0.2893
H 3.60540 -6.27687 3.85131 0.0 0.0 0.0 0.3138
C -5.41390 -9.45923 0.93350 0.0 0.0 0.0 -1.4501
C -4.90031 -8.17538 0.32747 0.0 0.0 0.0 0.9706
O -5.32192 -7.08473 0.67784 0.0 0.0 -0.1 -0.6150
N -3.94154 -8.27938 -0.63235 -0.1 -0.1 0.1 -0.0688
C -3.32923 -9.48353 -1.16244 0.1 0.3 -0.1 -0.8923
H -6.16621 -9.21094 1.67476 0.0 0.1 0.0 0.3062
H -5.86665 -10.09299 0.17036 0.1 -0.1 0.0 0.3699
H -4.60642 -10.00717 1.42016 0.0 -0.1 0.0 0.3650
H -3.63974 -7.39265 -1.00177 0.0 0.0 0.0 0.1274
H -2.25191 -9.46541 -0.99048 0.0 -0.1 0.0 0.2704
H -3.50810 -9.55665 -2.23627 0.0 -0.1 0.0 0.2900
H -3.74062 -10.36442 -0.68318 0.0 0.0 0.0 0.3520
```
Positions in Å, forces in eV/Å.

=====

Entry 2:
This record from the OMol25 dataset describes a cluster of 6 separate species, C30H69N9O8PS in total at a distorted geometry. The level of theory is the ωB97M-V functional and the def2-TZVPD basis.

## Properties
strongest force on any atom = 4.58 eV/Å
calculated total energy = -82128.9522 eV
molecular weight = 746.98 g/mol
energy above the lowest of the compared OMol25 structures with the same formula, charge and spin = 202.16 kcal per mole
total charge = +1
HOMO-LUMO gap = 7.0 eV

The geometry in XYZ format:
```
118
Properties=species:S:1:pos:R:3:forces:R:3:mulliken_charge:R:1
C 1.71537 -0.96422 3.44191 0.1 0.0 0.2 -0.7619
C 2.86289 -1.84060 2.63859 -1.4 0.8 0.5 0.1895
O 2.73348 -1.45811 1.20145 2.8 -1.1 1.0 -0.2316
C 3.86464 -2.11058 0.46706 -0.9 -1.1 -0.9 -0.4490
C 4.43816 -1.22001 -0.78369 -0.6 -2.0 -0.1 -0.4074
O 5.54627 -0.31302 -0.45018 -2.6 1.6 1.2 -0.4217
C 5.14203 0.75779 0.47230 1.9 -0.1 0.8 -0.2425
N 4.03350 1.65681 -0.03847 -0.9 4.2 1.1 0.0811
C 3.87134 2.95597 0.45740 0.2 0.8 1.4 -0.1998
N 4.65790 3.70768 1.50925 1.1 -1.2 -4.3 -0.3359
C 4.55791 5.20038 1.10876 1.0 0.7 -2.1 -0.4840
P 4.18078 6.47156 2.48333 0.9 1.2 0.1 0.0711
S 5.43285 8.00756 2.39060 -0.6 -1.0 -0.2 -0.3544
C 3.64519 5.17466 -0.26242 0.8 -0.2 1.0 0.1120
C 2.96382 6.55837 -0.81831 -0.1 -0.3 -1.2 -0.7148
N 1.58726 6.19939 -1.38278 1.5 1.2 0.1 -0.3900
N 2.78314 3.97217 0.05629 2.4 -1.2 -2.9 0.0867
O 1.84944 4.17157 1.03605 -1.0 -1.7 0.1 -0.0274
C 0.80149 3.15481 0.68971 -2.0 -0.3 -0.1 -0.3243
C -0.65344 3.50554 1.40633 0.7 0.3 0.6 0.2412
C -1.10562 5.07246 1.22080 -0.6 -0.2 -0.5 -0.9352
C -1.76015 2.40944 0.86898 -0.6 0.0 0.2 0.8690
C -2.64688 1.71643 2.10230 -0.1 0.1 -0.8 -1.0157
C -2.83465 3.01953 -0.22548 0.2 -0.6 0.1 -0.9195
H 1.81511 0.20688 3.23916 0.1 -2.6 0.5 0.1486
H 0.61009 -1.24009 3.14747 2.3 0.3 0.4 0.0740
H 1.82447 -1.19056 4.59313 -0.2 0.6 -2.3 0.3578
H 2.67281 -2.98812 2.78058 0.3 2.2 -0.4 -0.1615
H 3.93714 -1.58996 3.03456 -1.9 -0.3 -0.7 0.3346
H 4.69285 -2.49759 1.19788 -1.3 1.1 -1.4 0.3272
H 3.37849 -3.08779 -0.01720 1.2 2.0 0.8 0.2987
H 3.51914 -0.71523 -1.30343 1.7 -0.6 1.0 0.1915
H 4.87388 -1.99715 -1.57742 -0.8 1.9 1.8 0.3397
H 4.86115 0.39539 1.55674 0.2 0.4 -2.3 0.2609
H 6.09413 1.46157 0.60800 -2.0 -1.7 -0.5 0.2915
H 3.34281 1.39698 -0.80299 1.1 0.3 1.5 0.4116
H 5.69462 3.52805 1.32925 -1.6 -0.4 1.0 0.3704
H 5.59378 5.60789 0.68497 -1.8 -1.0 1.5 0.4562
H 2.84681 7.01377 2.29620 0.6 -1.2 0.3 0.1004
H 4.34012 5.79929 3.77747 -0.7 0.1 -1.3 0.1479
H 4.35987 4.77511 -1.10648 -1.3 0.7 1.6 0.2669
H 3.60364 6.91559 -1.75553 -0.8 -0.7 2.4 0.2613
H 2.93100 7.44188 -0.05161 0.1 -2.0 -1.3 0.3424
H 1.74743 5.99577 -2.40542 -0.7 0.6 1.6 0.2309
H 1.01387 7.07519 -1.32930 0.7 -1.3 -0.5 0.2232
H 1.10950 2.06526 1.05780 -0.3 2.3 -0.7 0.0047
H 0.72401 3.18066 -0.49098 0.0 0.0 2.5 0.2634
H -0.50347 3.33571 2.57669 -0.3 0.3 -2.5 0.1709
H -0.35819 5.85315 1.69695 -1.5 -1.8 -0.9 0.2113
H -2.18036 5.17953 1.71808 2.4 -0.1 -1.0 0.3692
H -1.23957 5.34253 0.06882 0.4 -0.6 2.5 0.0473
H -1.15538 1.54623 0.33284 -1.2 1.6 1.1 -0.1326
H -3.13534 0.73882 1.62461 1.1 2.1 1.4 0.1966
H -3.52639 2.43961 2.43607 1.9 -1.4 -0.7 0.2676
H -1.98588 1.46287 3.04799 -1.3 0.4 -2.0 0.3037
H -3.60017 2.14118 -0.46706 1.8 2.0 0.3 0.2540
H -2.27368 3.36398 -1.21526 -1.4 -0.8 2.1 0.1405
H -3.48346 3.89931 0.20848 1.5 -1.7 -0.7 0.2926
C -2.38032 0.03024 -2.59268 0.2 0.0 0.2 -0.4756
C -3.41351 0.89494 -3.25798 -0.4 1.0 -0.2 0.6537
O -3.52247 2.09469 -3.00887 0.1 -0.7 -0.3 -0.6311
N -4.24770 0.31009 -4.16467 0.4 0.3 0.5 -0.1749
C -4.27304 -1.07090 -4.58500 -0.4 0.2 -0.2 -0.8704
H -1.78955 0.63304 -1.89619 -0.3 0.0 -0.2 -0.2245
H -2.86928 -0.76859 -2.02900 0.2 -0.1 0.0 0.0899
H -1.70605 -0.38995 -3.34345 -0.1 -0.1 0.1 0.4442
H -4.91713 0.95157 -4.57241 0.1 -0.2 0.1 0.2630
H -4.10767 -1.10041 -5.66483 0.0 -0.3 0.1 0.2955
H -5.26270 -1.47630 -4.35979 0.1 -0.3 -0.1 0.2825
H -3.51266 -1.67261 -4.08529 -0.1 0.2 0.0 0.3224
C -1.94284 -3.56943 1.29908 0.2 0.0 0.2 -1.2272
C -2.97603 -2.70473 0.63378 -0.5 0.7 -0.2 0.7603
O -3.08499 -1.50497 0.88289 0.2 -0.4 -0.1 -0.6448
N -3.81022 -3.28958 -0.27291 0.6 0.5 0.4 -0.0815
C -3.83557 -4.67057 -0.69324 -0.5 0.1 -0.2 -0.9640
H -1.35207 -2.96663 1.99557 -0.2 0.0 -0.2 0.1041
H -2.43181 -4.36826 1.86276 0.2 -0.1 -0.1 0.3880
H -1.26858 -3.98961 0.54832 -0.1 -0.2 0.1 0.3731
H -4.47966 -2.64810 -0.68065 0.1 -0.2 0.2 0.2425
H -3.67019 -4.70008 -1.77307 0.1 -0.3 0.0 0.2936
H -4.82522 -5.07597 -0.46803 0.3 -0.3 0.0 0.3572
H -3.07518 -5.27228 -0.19353 -0.2 0.2 0.0 0.3207
C -1.78905 5.96194 -3.71025 0.1 -0.2 0.1 -1.2007
C -0.85492 7.12248 -3.90611 0.3 0.5 -0.2 0.6990
O 0.34036 7.05631 -3.62279 -0.4 0.1 -0.3 -0.6766
N -1.37006 8.27772 -4.41608 0.5 -0.8 0.4 -0.1684
C -2.73442 8.54475 -4.80553 0.1 0.4 -0.1 -0.8422
H -1.23763 5.11170 -3.29732 -0.1 0.3 -0.1 0.1625
H -2.58039 6.23454 -3.00711 -0.1 -0.1 -0.2 0.3889
H -2.21785 5.66215 -4.66999 -0.1 0.0 0.2 0.4563
H -0.68445 9.01588 -4.52077 -0.2 -0.2 0.0 0.2532
H -2.73824 8.81912 -5.86334 -0.3 0.0 0.1 0.2886
H -3.09814 9.38753 -4.21231 -0.3 -0.1 -0.2 0.2834
H -3.38760 7.68471 -4.65180 0.2 0.1 0.0 0.3275
C 2.69997 -5.53773 3.82012 -0.1 0.3 0.0 -0.9976
C 2.55414 -6.98884 3.45842 -0.7 -1.0 -0.5 0.6329
O 1.53366 -7.43419 2.93532 0.6 0.5 0.3 -0.6635
N 3.59967 -7.82214 3.72763 -0.5 0.5 -0.2 -0.1568
C 4.86755 -7.48805 4.33206 0.1 -0.5 0.0 -0.7885
H 1.78848 -4.99730 3.54700 0.1 -0.3 0.0 0.2118
H 2.85225 -5.43534 4.89775 0.1 0.1 -0.1 0.3530
H 3.53846 -5.09931 3.27280 0.1 0.0 0.2 0.3048
H 3.43160 -8.78380 3.45770 0.0 0.2 0.1 0.2392
H 5.65990 -7.75172 3.62714 0.2 0.1 0.2 0.2729
H 4.97857 -8.08546 5.24049 0.3 0.2 0.0 0.2830
H 4.94337 -6.42921 4.58314 -0.1 -0.2 -0.1 0.3107
C -5.09534 -9.72847 0.64354 -0.2 -0.1 0.2 -1.4119
C -4.79709 -8.36076 0.09744 -0.2 0.9 0.2 0.9674
O -5.27995 -7.34051 0.58660 0.2 -0.6 -0.2 -0.6254
N -3.96102 -8.27033 -0.97625 -0.4 0.0 0.5 -0.0601
C -3.30300 -9.34479 -1.68123 0.2 0.3 -0.3 -0.9185
H -5.77500 -9.64348 1.49695 0.2 0.1 -0.3 0.2956
H -5.57888 -10.33912 -0.12343 0.2 -0.1 0.1 0.3645
H -4.17170 -10.20386 0.98372 -0.1 -0.1 -0.1 0.3615
H -3.80540 -7.31995 -1.29004 0.0 -0.3 0.0 0.1185
H -2.22458 -9.17653 -1.62678 0.0 -0.3 -0.1 0.2878
H -3.62173 -9.31073 -2.72609 0.2 -0.3 0.0 0.2899
H -3.53867 -10.32399 -1.26222 0.0 0.3 0.0 0.3615
```
Positions in Å, forces in eV/Å.